(1)
C54H135F6N9O18PSr | ωB97M-V with the def2-TZVPD basis set

```
224
Properties=species:S:1:pos:R:3
H -1.01236 -9.91641 -6.58434
C 6.66893 -0.29705 1.66946
H -9.83379 -11.85979 -0.30891
H 5.62707 0.01257 -1.39311
C 1.52234 -5.34961 13.83099
H 3.01773 0.10543 -8.73828
H 3.13403 4.88216 -3.18950
Sr 6.29400 3.73895 -0.16686
H 2.80309 -5.31977 11.65294
C 6.57375 3.47233 -4.62328
H 7.65250 -0.76143 1.59833
H -4.05592 8.24921 -3.93324
H -2.41360 -9.27566 -5.95660
H -1.73942 3.69463 7.36683
H 5.80537 -2.36637 -11.46710
C -3.15720 7.83515 -3.47610
H 5.78422 7.57266 0.08835
H 2.49771 -5.23572 17.85313
H -1.97840 -13.50398 -4.12918
C -4.27381 6.61230 8.83349
N -4.66156 2.12480 -6.32955
H -0.95759 10.21089 -4.20664
H -10.80427 -10.34204 -0.36002
O 5.02531 3.47596 2.84353
H 1.23511 -2.93668 8.29940
N 5.24132 5.11097 -3.50627
C 1.47582 -5.20477 15.39257
H -7.72129 -10.86924 -1.11725
C -2.57037 -11.83454 -5.35475
H -4.48743 11.68008 11.91000
O -6.02339 -6.33010 2.38792
C -1.47527 -9.71517 -5.61826
H 8.25063 -2.31917 -14.87938
H 1.47452 -2.69274 10.65287
H -8.89260 -7.33649 0.97564
H -4.63349 8.58302 9.29189
C 9.17757 -1.71652 -11.79634
C -5.18865 10.87873 12.14284
H -3.98070 -13.21306 -1.23135
H 4.20817 -0.73396 -11.08407
H -1.24585 -7.10510 -2.00359
O -2.11552 8.79741 -3.29210
C 3.26848 -0.95516 -8.75737
C -0.73073 -8.68252 -4.82087
H -2.75475 7.09181 -4.16427
H -6.15506 -9.63415 0.55909
F 1.26537 0.08962 -1.36654
C -3.07985 5.70667 8.60695
C -3.73812 2.35121 -7.47632
O 4.59535 -1.26715 -9.04855
C 5.16448 3.94172 -4.38788
C -2.02976 9.48164 1.90821
H 5.76090 4.20886 4.68605
H 7.10365 4.23292 -5.19671
F -0.41600 -0.61409 0.17386
H -3.14961 9.19912 12.41640
C 7.08712 2.78249 3.90205
H 9.69092 -2.87566 -14.18196
O -3.54178 4.37936 8.26803
H -2.12475 -10.74272 -3.92201
C 6.50696 0.65935 2.89996
C -5.50795 -5.06528 2.61378
C 8.47739 -2.16048 -10.44206
O -3.47124 3.86668 -9.29841
C -4.35178 3.36181 -8.30377
H -5.05135 6.21544 9.48620
H -5.03684 7.39589 0.69276
N -3.88697 7.91494 9.42028
H -4.35386 -0.40259 -4.01713
H 0.54444 -5.74097 13.55057
H -2.84044 2.43057 7.87563
H 9.54771 -0.69736 -11.90772
C -4.00215 1.23875 -5.36473
H -4.85046 6.74259 7.91774
H 5.12258 0.36262 -10.12883
H 6.57189 -0.79644 -11.74813
N -1.65897 -10.89353 -4.80542
H -6.13838 -7.32002 0.42384
C 2.31658 -3.03808 8.39021
H -3.52554 -11.41656 -5.67260
O 7.29430 3.23484 -3.38190
H -8.61183 -9.28427 -1.21219
C 8.98778 -2.04475 -14.12480
H -7.36430 -0.16827 -3.61827
H -1.45920 -6.15885 -3.49823
C -7.46948 -6.24299 2.22936
C -3.98183 4.86495 -10.18433
H -10.60953 -11.16992 1.12015
C 2.29547 -3.40780 10.70601
O 2.77659 -4.66794 15.81364
H 3.95556 5.12137 3.24019
C -7.07973 -0.73504 -4.50477
C 6.07410 -0.48884 -0.53470
H -4.12608 6.21481 -2.33016
H -2.12439 -12.21588 -6.27333
C 5.15111 7.78471 -0.77322
H 7.79095 3.61389 3.86337
H 5.46930 0.93828 3.08308
H -1.93270 3.30489 9.09619
C -1.82160 9.58943 -4.44195
H -3.62584 1.47202 -8.11077
F 0.50917 0.91969 1.68018
H 8.24435 1.55393 2.98663
H -2.52248 6.72090 -1.76523
N 7.23630 -1.52948 -9.97697
H 5.06069 2.59099 4.72734
H 3.17009 4.04971 2.06803
H 2.86357 6.80653 -2.13612
H -2.44367 5.58929 9.48421
H -4.68186 4.17107 -7.65243
H 0.06106 -7.08332 -3.17119
C -10.07590 -10.92742 0.20115
H -2.11322 6.80464 0.34990
H -1.44619 9.02260 -5.29393
H -2.66336 -14.09007 -2.06509
C 2.02265 -4.55884 11.64999
O -1.53526 -8.31546 -3.67998
N -7.03507 -7.74121 0.22727
H -5.51897 1.67433 -6.61597
C -8.04794 -9.97542 -0.58574
O 4.80116 6.54852 -1.42677
H 2.29087 -6.10543 13.66914
H -2.63780 10.26456 -4.69912
H -2.96972 9.96951 10.76492
N 1.86476 -4.13969 13.04124
H 8.90722 2.36193 -2.75359
H 5.87088 5.70339 -4.02857
H 10.05040 -2.35139 -11.94865
H 9.25011 -2.19085 -9.67389
C -6.81552 -9.14961 -0.16002
H 2.65351 -3.64309 13.43030
O -3.37270 -12.51338 -3.05288
H 5.36620 -1.27757 -0.27997
P 0.81819 0.42898 0.16625
H 6.83261 0.09158 3.77156
C -3.52167 9.27154 11.39443
H 2.55487 -3.49438 7.42943
H -4.16908 7.28198 11.35816
H 4.04423 7.70101 -3.01822
H -4.42967 -4.94722 2.50661
C -2.88023 -12.92234 -4.32024
H 2.85465 -2.09250 8.45698
C 6.20614 -1.47756 -10.97975
O 2.56192 -3.93774 9.41394
H -0.65286 -7.84610 -5.51544
H -7.76065 -5.40725 1.59308
H -4.83747 4.48174 -10.74034
O -8.89906 -10.21059 0.53257
F 2.16195 1.39097 0.05358
H -4.31314 6.14062 -0.13693
H -7.92519 -8.39889 2.04338
H 4.29801 8.27113 -0.30024
C -3.46940 7.07105 -2.17615
N -4.23293 7.90041 -1.18872
H -5.72833 -4.71036 3.62054
C 8.53932 2.74744 -3.70445
H -4.97067 10.66166 13.18853
C -3.43679 7.89030 10.82730
H -5.88538 -4.32755 1.90569
H -3.36205 0.53511 -5.89696
H 6.88773 -1.90251 -9.10551
H 1.32638 -6.16984 15.87672
O -2.63476 8.86119 0.76138
C 5.65306 3.28024 4.12557
H -8.11867 -6.17588 3.10237
H 5.56417 8.46109 -1.52155
H -2.43298 6.16153 7.85677
H 6.53098 2.62586 -5.30866
H 3.80277 -4.15567 17.48389
H -5.22080 2.92211 -8.79323
C -4.14039 7.18851 0.10841
H 3.01568 -1.28846 -7.75083
H 2.64764 -1.50822 -9.46220
H -3.55460 -13.59032 -4.85607
H -2.93129 7.06193 1.87726
H -6.22187 11.21971 12.07734
H -2.79863 2.70368 -7.05060
C -1.02401 -7.06176 -3.06989
C -7.91131 -7.50552 1.41904
H -2.71402 9.51953 2.75583
H 3.12631 3.56644 3.73332
H 7.40835 2.30819 4.82939
H -1.85064 10.54459 1.74650
H 9.50369 -1.08878 -14.21455
C 3.74193 4.08091 2.99546
H -5.28383 0.95347 -3.59141
C -2.85027 7.42948 0.85430
C 4.98481 -0.70161 -10.31994
H -3.77518 8.79727 -1.10991
H -4.15793 5.78667 -9.62977
H 1.16437 -5.15712 11.34419
O 6.37227 0.44214 0.51489
C 2.76373 -4.37561 17.23869
O -4.90191 9.74710 11.31977
N 7.29514 1.84648 2.80347
H -6.17985 -9.09926 -1.04404
H 0.71198 -4.48390 15.68413
F -0.18840 1.64912 -0.26511
O 8.31540 -2.14576 -12.90061
H 2.01841 -3.62824 17.51080
H 6.04257 -1.12049 2.01256
H -1.10566 8.95903 2.15521
H -2.42372 7.48809 10.82785
H -3.19205 4.97249 -10.92782
H 8.43992 1.88465 -4.36310
H 0.28670 -8.96334 -4.54871
H 4.59237 3.13137 -3.93609
H 3.54288 6.06196 -4.38419
F 1.82817 -0.71939 0.74357
H 9.22975 3.50767 -4.06977
O -6.06563 0.02937 -5.24857
C -4.92472 0.41047 -4.46564
H -7.93842 -0.90995 -5.15298
C 3.86871 5.65102 -3.42864
H 3.18369 -2.86159 11.02354
H -3.24900 1.77520 -4.78759
C 3.89204 6.75764 -2.49382
H -4.38587 -14.30923 -2.54875
H 6.98837 -0.96640 -0.88705
C -3.63378 -13.60863 -2.18595
H -6.65407 -1.66715 -4.13317
C -2.45066 3.41270 8.14320
H 8.25629 -3.21441 -10.61071
H 4.72554 4.22040 -5.34589
```

Results
max |F|	3.42	eV/Å
E_LUMO	-5.4	eV
total charge	+1
frontier orbital gap	3.4	eV
E	-4956.19119	Eh

(2)
C54H135N9O18 | ωB97M-V with the def2-TZVPD basis set

```
216
Properties=species:S:1:pos:R:3
O -5.77928 8.99238 -20.27648
H -18.66935 8.60092 -17.28413
N -3.03646 7.15842 -25.07954
H -14.51766 12.41886 -24.07222
N -15.44018 11.02887 -20.14906
H -11.87705 0.73944 -22.06059
H -16.17899 11.85012 -22.50488
H -9.21570 12.02208 -25.34131
C -10.55194 16.06874 -29.38513
H -2.63924 4.99790 -16.84078
C -10.08966 2.95908 -24.74949
C -10.77050 6.56416 -25.07380
C -15.52121 10.44062 -18.79977
H -11.00508 16.78485 -28.68237
H -4.89494 10.82241 -20.72564
H 1.56834 9.87518 -25.14785
C -15.45316 3.84393 -22.04298
H -8.05794 9.68132 -29.00927
H -13.95163 5.87547 -21.32881
H -12.25481 13.94726 -20.87786
C -14.10332 11.40509 -24.04847
C -10.05112 16.76678 -30.62814
H -7.79194 17.22571 -32.05124
H -7.42185 7.23063 -23.66217
H -7.68035 -1.17559 -21.47878
H -10.34793 15.30752 -21.44812
H -7.12768 8.79797 -23.06577
H -19.24273 8.06676 -18.90245
H 1.09669 8.73102 -26.41276
H -16.97724 10.16794 -17.23889
H -6.14855 6.12097 -29.33393
N -14.87927 15.04459 -20.82874
H -5.89280 8.44084 -26.54686
C -14.10359 5.13861 -25.24438
O -11.75835 5.58508 -25.07336
H 0.22232 3.77930 -17.25330
H -5.46032 8.22655 -17.93962
H -12.83855 4.87536 -20.30841
H -15.02496 11.16354 -18.15094
C -9.27786 11.21301 -22.91891
C -14.06705 17.09036 -17.16276
C -15.04932 15.40437 -18.43600
H -10.79568 7.24686 -24.21769
C -11.31864 8.57129 -21.04160
H -2.03505 9.06428 -24.93970
C -6.01048 6.59596 -27.25695
H -19.47207 9.76042 -18.35845
C -6.27466 8.69021 -28.49047
H -9.71526 -0.34398 -22.46793
H -1.37260 3.16649 -16.68801
H -9.65690 10.33763 -23.47076
C -6.97840 10.94804 -26.83025
H -14.47417 13.32478 -21.90129
H -5.18965 9.74510 -22.09310
C -5.84864 3.45108 -29.07528
H -9.55424 3.84875 -24.39938
H -13.19147 17.73878 -17.09049
H -13.07626 6.32252 -23.66174
H -12.17711 14.03222 -22.65769
H -9.72001 15.94832 -31.28938
H -8.75663 -2.61288 -18.33549
H -7.99296 -3.16628 -19.84226
H -16.45708 4.92691 -23.62119
H -8.98980 11.89868 -20.97981
H -5.47129 6.18115 -26.39958
H -4.38427 19.04234 -30.76683
O -17.55762 9.15621 -18.92229
C -9.24862 0.26621 -21.68045
H -2.22057 6.58122 -19.41389
H -10.89044 11.61960 -25.12070
H -15.06996 5.74298 -22.94728
H -14.96174 5.69543 -25.62473
H -14.46457 10.87443 -24.94282
H -10.30649 6.42458 -20.53872
H -15.63986 9.16850 -21.16800
C -16.93738 10.28608 -18.33193
H -12.22080 7.99607 -20.77581
C -10.30505 6.57211 -21.62720
H -6.26470 2.51279 -28.71289
H -6.53686 10.60620 -21.29470
H -10.44226 13.32101 -25.12115
H -0.20180 6.67147 -25.53409
H -1.86708 8.22138 -26.43754
C -3.46907 7.20558 -23.65601
O -9.48829 15.40988 -28.74272
C -8.31527 -0.54850 -20.83740
C -0.76025 3.41149 -17.56559
O -10.47456 7.94000 -21.95369
C -14.16954 14.38344 -21.89107
H -14.01037 16.40486 -16.31176
H -10.40290 3.44031 -22.21426
C -13.03394 6.10693 -24.73871
H -7.35801 -1.76955 -18.91353
C -4.95457 7.00729 -23.56748
H -14.45669 11.01239 -20.41195
N -5.57710 7.98504 -27.39874
H -17.49185 11.20200 -18.58702
H -9.54477 2.47810 -25.55802
H -12.02328 9.94242 -22.56550
N -9.04261 17.77842 -30.34792
H -15.46146 13.59769 -19.49475
H -10.70473 17.03899 -21.63907
O -9.99376 12.34728 -23.39577
H -11.94911 2.09079 -20.86945
H -15.11463 14.81200 -17.50958
H -13.64131 4.64526 -26.10228
C -8.28000 18.08974 -31.58428
H -10.78799 15.98086 -23.06857
H -9.93785 15.67831 -26.72839
H -6.59434 19.29539 -32.13529
H -0.07631 9.89720 -25.85044
C -1.92966 8.04752 -25.35759
C -9.56170 11.07286 -21.42224
C -15.44233 4.75237 -23.25628
C -13.84489 4.98794 -20.70516
H -17.11435 10.06202 -21.05019
H -11.33365 11.80205 -21.75992
H -10.72285 7.14355 -26.00650
H -3.58212 5.44859 -19.03730
H -11.34914 15.38070 -29.70045
H -10.82770 8.68079 -20.05657
O -14.03891 16.37309 -18.37777
H -0.65542 2.46985 -18.10309
H -11.20768 6.03142 -21.95146
C -5.15466 19.11552 -29.98771
C -15.82703 10.81029 -22.53364
C -16.04239 10.19702 -21.18338
C -8.26878 -2.28272 -19.25346
H -8.38752 8.23877 -28.09050
H -8.95379 14.36469 -27.13755
C -7.69634 9.07670 -28.15597
C -5.67833 5.69379 -28.43781
H -14.46878 14.65356 -22.90857
H -7.69230 0.07836 -20.18795
C -10.11391 12.33374 -24.79943
N -14.56597 4.15532 -24.27911
H -7.45088 8.58756 -24.82346
C -0.61595 7.44566 -24.87068
H -13.75384 13.95279 -19.32040
O -1.38356 4.35942 -18.38796
H -14.54695 16.00121 -20.76214
O -9.08291 -1.43327 -20.01434
O -7.81824 9.82458 -26.96467
H -10.92936 17.23636 -31.08208
H -8.63856 0.99906 -22.21380
H -14.93488 17.75947 -17.14069
H -11.06287 3.26670 -25.14648
H -8.22466 11.30709 -23.21380
C -2.01569 5.39547 -17.66100
H -16.43760 10.24446 -23.25452
H -10.69245 14.20328 -27.43882
H -7.27065 11.43837 -25.90436
C -7.15614 19.05942 -31.21917
H -3.83424 7.47666 -25.62339
C -10.95801 16.04024 -21.98839
H -3.83523 9.20527 -19.55674
H -11.89651 2.98978 -23.00951
N -3.59302 7.23608 -17.93390
H -13.77514 3.84379 -23.71503
H -6.25774 8.14588 -29.43292
O -5.59899 8.02221 -24.31571
C -5.59888 10.08024 -21.12845
H -5.37414 20.14022 -29.68751
O -14.21108 3.78759 -21.35081
C -11.78452 9.92686 -21.49258
H -5.91056 10.71300 -26.74246
C -10.94599 2.57636 -22.62503
C -2.86737 6.18303 -18.63380
H -8.97105 18.59128 -32.26619
H -4.58631 5.75589 -28.58019
H -2.98220 6.36836 -23.15281
C -9.84576 14.89316 -27.49548
C -18.81238 8.88562 -18.33433
H -4.78393 3.32899 -29.30061
H -4.69410 18.61456 -29.12970
H -0.80784 6.85034 -23.97056
N -10.98683 11.11443 -21.08917
H -1.25005 6.00425 -17.15142
H -15.00146 9.47328 -18.77184
H -5.33674 6.01957 -23.85219
H -16.04583 15.82705 -18.62242
C -14.72986 14.41189 -19.52938
H -5.21779 7.12858 -22.50269
H -14.49372 5.13014 -19.82383
H -6.38752 3.70780 -29.99533
H -15.63764 2.82397 -22.38264
C -4.56854 8.42816 -19.81767
H -13.01725 11.43777 -24.11462
O 0.35134 8.38591 -24.48060
H -9.39556 6.22078 -22.08379
H -3.21839 8.18075 -23.22248
O -6.04350 4.39703 -28.07238
C 0.75018 9.25790 -25.50831
H -10.53180 0.35593 -20.15161
C -12.66306 14.44985 -21.76095
H -5.65728 9.57705 -28.65443
H -5.38551 6.68505 -18.87836
H -8.32264 17.26142 -29.83333
H -12.78635 10.08123 -21.08672
C -11.32198 1.56276 -21.58911
H -7.57357 19.96088 -30.76265
H -9.78714 6.08706 -25.01501
N -10.18609 0.99752 -20.85659
H -13.18745 7.07058 -25.25098
O -10.28536 1.99949 -23.72936
H -4.11102 7.81208 -20.61016
H -16.25032 4.11739 -21.33730
H -7.10064 11.64328 -27.67176
O -12.31750 15.81686 -21.68744
C -6.94628 8.17193 -23.95039
H -9.07685 10.16840 -21.05084
O -6.27858 18.35603 -30.35805
C -4.84191 7.59580 -18.57768
O -14.46621 10.71960 -22.87894
H -7.08042 6.47576 -27.01520
H -3.76433 6.92897 -16.98538
```

Results
max |F|	1.92	eV/Å
E_LUMO	0.5	eV
total charge	0
frontier orbital gap	8.8	eV
energy above the lowest of the compared OMol25 structures with the same formula, charge and spin	51.5	kcal per mole
E	-3985.10941	Eh